23
Properties=species:S:1:pos:R:3:forces:R:3:mulliken_charge:R:1 method="wB97M-V/def2-TZVPD" homo_lumo_gap_ev=7.9 relative_energy_kcal_mol=167.4 homo_ev=-8.2 e_tot_ev=-13975.038
C 2.6505 0.2662 0.5727 0.54 -1.96 -4.25 -1.7915
C 1.3271 0.5341 -0.1834 -0.34 -0.88 2.17 1.5118
C 1.2207 1.9386 -0.7424 0.54 2.44 -0.20 -1.2432
C 1.2031 -0.5519 -1.2504 -1.08 1.40 -2.00 -0.4546
N 0.2902 -1.4171 -1.5381 2.43 1.54 -0.10 -0.4254
C -0.7900 -1.7551 -0.9513 -1.97 -2.45 0.80 0.7511
C -1.7937 -2.4337 -0.5929 1.03 2.47 -0.07 -0.9012
C -2.7904 -2.0575 0.3836 -0.35 -1.70 2.28 -0.0094
C -2.9075 -0.8184 0.9239 -0.96 -0.15 1.30 -0.4484
C -2.1769 0.4119 0.4719 -0.46 -0.20 0.78 -0.1120
N -0.9801 0.8386 0.3593 -0.32 1.28 0.00 -0.5724
N 0.2190 0.4718 0.8847 0.05 -0.02 -2.06 -0.2123
H 3.5282 0.4620 -0.0925 -0.75 0.36 0.26 0.3646
H 2.7904 -0.8055 0.6973 -0.31 -0.12 0.83 0.3983
H 2.7526 0.8349 1.4006 0.13 1.63 2.83 0.5361
H 1.8255 2.7436 -0.1128 -1.10 -1.92 -1.19 0.2664
H 0.1476 2.1383 -0.5803 0.57 0.57 -0.50 0.4622
H 1.4541 2.1394 -1.8429 -0.10 -0.75 1.49 0.2749
H 1.8251 -0.2280 -2.1170 0.20 -1.04 0.60 0.4038
H -3.3374 -2.9273 0.9320 0.51 1.74 -1.41 0.2705
H -3.7714 -0.6732 1.7128 1.84 -0.11 -1.68 0.2404
H -2.8348 1.2524 0.2742 -0.53 -0.23 -0.66 0.3866
H 0.1479 -0.3641 1.3911 0.42 -1.89 0.76 0.3036



25
Properties=species:S:1:pos:R:3:forces:R:3:mulliken_charge:R:1 method="wB97M-V/def2-TZVPD" homo_lumo_gap_ev=8.8 relative_energy_kcal_mol=171.3 homo_ev=-8.6 e_tot_ev=-18068.308
O 2.8829 3.8846 -1.1268 -0.13 1.40 -1.23 -0.5667
N 2.7779 2.7880 -0.6582 0.50 1.04 2.20 -0.0132
N 2.7515 1.6632 -0.9116 -1.15 -1.59 -1.13 0.8080
N 2.9899 0.4792 -0.7495 1.70 -0.07 0.49 -0.6406
C 1.9664 -0.4603 -0.5838 -2.42 -0.61 -1.54 -0.3844
C 1.0929 -0.8388 -1.7966 -0.59 1.33 0.88 -0.6052
C 0.4100 -0.1966 -0.6251 1.75 -2.36 1.23 -0.4191
C -0.4015 -1.0021 0.4433 0.61 2.53 -0.17 0.7748
O 0.1233 -2.2533 0.7224 1.57 -0.29 0.39 -0.6248
C -0.3176 -0.0109 1.6816 -0.42 -2.92 -0.98 -0.6195
C -1.3417 0.8203 1.8563 3.12 1.15 3.23 -0.3370
C -2.3956 0.9956 0.9531 -0.88 -1.85 -2.38 -0.4365
C -2.5970 0.1275 -0.0810 0.07 1.35 1.14 -0.6644
C -1.8240 -1.1567 -0.0242 -0.45 -0.38 -2.42 -0.4663
H 2.3863 -1.3163 -0.0683 -0.26 0.08 0.15 0.3890
H 1.1642 -0.2029 -2.6588 0.30 0.18 -0.30 0.3179
H 0.7974 -1.8275 -2.0114 0.17 -1.21 -0.06 0.2787
H -0.0066 0.7658 -0.6281 0.06 1.51 -0.53 0.7313
H 1.0757 -2.0883 0.9480 -1.30 -0.56 -0.12 0.4265
H 0.5172 -0.2730 2.3679 -0.70 0.83 -0.37 0.3115
H -1.1810 1.4989 2.7560 -0.88 -0.69 -1.20 0.2894
H -3.1238 1.6604 1.2563 -1.38 1.81 -0.09 0.4803
H -3.4552 0.2190 -0.7598 0.40 -0.05 0.42 0.3887
H -2.4207 -1.5747 0.7923 0.24 -1.36 -0.34 0.3229
H -1.8710 -1.7010 -1.0940 0.05 0.74 2.74 0.2585



26
Properties=species:S:1:pos:R:3:forces:R:3:mulliken_charge:R:1 method="wB97M-V/def2-TZVPD" homo_lumo_gap_ev="5.7 / 7.0" relative_energy_kcal_mol=43.8 homo_ev="-6.8 / -7.3" e_tot_ev=-20120.060
C -1.1777 0.4430 1.4289 -0.51 -0.29 -0.42 -0.3435
C -2.2175 -0.4734 1.3580 -0.77 -0.29 0.38 -0.9304
C -0.9202 -2.1340 0.6621 2.68 0.69 -1.12 -0.3186
C 0.0930 0.0979 0.8190 -0.35 -0.26 1.69 1.6638
C 0.2190 -1.3380 0.5426 -1.66 3.13 1.07 -0.2892
C -2.9086 0.6732 -1.2885 0.31 -0.23 0.96 0.7351
C 2.3675 -1.0652 -0.4356 2.05 -2.28 -0.64 -0.4027
C 1.9433 -0.1424 -1.5183 -0.40 -1.29 0.56 -0.1040
C 0.7467 2.4171 0.9858 2.80 -2.16 1.90 -1.1186
N -2.1283 -1.7327 0.9069 -0.46 -0.05 0.63 -0.6655
N 0.8352 -0.4981 -2.2207 0.00 1.34 -0.56 -0.3039
N 1.1339 0.9659 0.7983 -1.28 -0.18 -1.48 -0.4546
O -3.6961 1.2774 -0.7200 -1.22 0.91 0.11 -0.3639
O -2.0680 0.0406 -1.7501 0.82 -0.62 -1.25 -0.4338
O 1.4052 -1.8940 0.2745 1.24 0.91 -0.55 -0.4510
H -1.3396 1.3763 2.0122 0.25 -0.68 -0.90 0.2719
H -3.2469 -0.3707 1.7118 0.43 1.15 0.20 0.4537
H -0.6346 -3.1267 0.4894 -0.56 -1.89 -0.35 0.4663
H 3.0483 -1.9699 -0.7830 -1.13 1.95 -0.30 0.3446
H 3.0874 -0.4235 0.0835 -0.63 -0.51 1.23 0.3148
H 2.8500 0.4884 -1.7873 -1.98 -0.44 -0.47 0.3426
H 1.6640 2.8396 0.5249 -0.73 0.82 1.02 0.3584
H -0.1158 2.8260 0.5451 -1.37 0.01 -0.96 0.3769
H 0.6101 2.5102 2.1355 0.68 0.54 -1.78 0.2830
H -0.0225 -0.7767 -1.7285 0.76 -0.60 0.63 0.2852
H 0.4723 -0.0102 -3.0465 1.02 0.30 0.43 0.2836



24
Properties=species:S:1:pos:R:3:forces:R:3:mulliken_charge:R:1 method="wB97M-V/def2-TZVPD" homo_lumo_gap_ev=6.8 relative_energy_kcal_mol=317.1 homo_ev=-11.9 e_tot_ev=-15451.759 total_charge=+1
C -2.4866 1.2068 0.0677 -0.29 -0.32 -0.27 -1.0721
C -1.5558 -0.0524 -0.4228 1.52 -3.69 -0.94 0.5964
C -2.2951 -1.5379 -0.5898 4.80 0.41 -0.76 -0.4265
C -1.3643 -2.8522 -1.0389 1.29 2.54 0.26 -0.3313
C 0.2427 -2.7877 -1.3580 -2.07 4.44 1.40 -0.4041
C 0.9741 -1.3026 -1.1922 -4.52 -1.03 0.65 -0.3106
C 0.0528 -0.0118 -0.7433 -0.95 -1.95 -0.22 0.1378
C 0.8764 1.4320 -0.5737 -1.61 -0.81 -1.95 -0.6979
N 1.6324 1.3114 0.7414 -1.10 -2.44 4.30 0.4033
C 1.1437 0.4654 1.9036 3.30 1.67 0.64 0.0262
N 2.1357 0.5246 3.0450 -0.67 3.69 -8.40 -0.1585
N 3.0978 1.3880 2.4750 -1.17 -0.25 -0.73 -0.1939
N 2.8271 1.8644 1.1763 -2.35 -3.16 3.27 -0.0514
H -1.9255 2.2346 0.1487 -0.94 -2.16 -0.15 0.2445
H -3.0041 0.9759 1.1145 1.29 0.39 -2.29 0.3030
H -3.3606 1.3555 -0.7166 1.89 -0.37 1.60 0.3400
H -3.4459 -1.6479 -0.3842 2.61 0.17 -0.48 0.3292
H -1.8907 -3.9189 -1.1270 1.22 2.71 0.20 0.2905
H 0.8943 -3.7091 -1.6966 -1.70 2.05 0.82 0.3203
H 2.1262 -1.2003 -1.3917 -2.56 -0.08 0.42 0.2840
H 1.5766 1.5696 -1.5158 -0.98 -0.38 2.35 0.4249
H 0.1283 2.3601 -0.5940 1.75 -2.10 0.49 0.2392
H 0.1797 -0.1827 2.0461 1.94 1.57 -1.06 0.3940
H 3.4408 2.5153 0.6263 -0.72 -0.89 0.84 0.3130



24
Properties=species:S:1:pos:R:3:forces:R:3:mulliken_charge:R:1 method="wB97M-V/def2-TZVPD" homo_lumo_gap_ev=9.1 relative_energy_kcal_mol=65.5 homo_ev=-12.7 e_tot_ev=-15462.668 total_charge=+1
N -4.5168 -2.0505 -1.9275 -0.83 -0.49 -0.03 -0.3593
C -3.5658 -1.4480 -1.7425 0.14 0.54 0.32 -0.0154
C -2.3452 -0.7429 -1.6259 -2.02 3.10 0.05 0.1371
C -1.2281 -1.3362 -1.6873 3.85 -2.14 -0.80 -0.7762
C 0.1680 -0.7519 -1.7318 -1.33 1.10 2.18 -0.7024
C 0.4266 -0.4238 -0.2274 -0.68 0.29 1.89 0.1468
C -0.3280 -1.1531 0.8575 3.59 0.65 -6.07 -0.4612
N 0.0155 -0.8109 2.0850 -5.04 -5.08 1.29 -0.0576
C 0.7117 0.2174 2.4224 1.74 1.33 -0.43 -0.6531
C 1.3479 1.0093 1.5148 -0.72 -0.16 0.50 0.0442
N 2.0384 2.0838 1.9260 0.72 1.09 -2.16 -0.4126
C 1.1373 0.7866 0.1432 -1.97 -2.41 -1.20 1.1516
N 1.5377 1.7142 -0.7610 0.87 0.59 0.58 -0.6117
H -2.2298 0.3303 -1.4897 -1.15 0.20 -0.48 0.3745
H -1.2589 -2.3771 -1.5291 0.19 -1.53 -0.69 0.6021
H 0.2323 0.1993 -2.2583 -0.46 -0.05 -0.22 0.2904
H 0.8558 -1.4007 -2.2404 0.48 -0.52 0.28 0.3314
H -0.8481 -2.0662 0.3736 0.51 1.48 2.47 0.3143
H -0.5558 -1.4400 2.7715 1.82 1.98 -0.77 0.3574
H 0.8821 0.4761 3.4036 -0.14 -0.04 2.27 0.3755
H 2.3112 2.2881 2.8909 0.02 -0.07 -1.05 0.2101
H 2.4337 2.4693 1.0368 0.61 0.48 2.46 0.2598
H 1.2987 1.7583 -1.7129 -0.37 -1.15 -1.27 0.2490
H 1.4795 2.6684 -0.4916 0.16 0.80 0.86 0.2053



25
Properties=species:S:1:pos:R:3:forces:R:3:mulliken_charge:R:1 method="wB97M-V/def2-TZVPD" homo_lumo_gap_ev=6.1 relative_energy_kcal_mol=26.8 homo_ev=-12.0 e_tot_ev=-17511.094 total_charge=+1
H -2.7868 2.8989 -0.7339 0.35 -0.40 -0.22 0.3138
N -2.9811 2.2071 0.0048 -0.34 -1.53 0.97 -0.5698
N -2.7175 1.0566 -0.3645 0.44 2.88 -1.83 0.2944
C -3.0506 -0.1314 0.1191 -0.93 -2.32 1.00 0.6616
N -4.3532 -0.4101 0.2802 0.73 0.52 -0.08 -0.3237
N -2.1663 -1.1515 0.2330 -1.42 0.31 0.41 -0.1277
C -0.7571 -1.3084 0.0644 1.03 0.12 -0.38 0.2353
O -0.2794 -2.3132 0.4921 -0.29 0.08 0.03 -0.4746
C -0.0381 -0.2507 -0.7209 -0.02 0.32 0.12 -0.4483
C 1.3896 -0.0623 -0.2854 0.28 0.01 0.08 0.6289
C 1.6642 0.4920 0.9648 -0.06 -0.13 -0.37 -0.2170
C 2.9687 0.7365 1.3479 0.13 0.00 -0.07 -0.6721
C 4.0145 0.4339 0.4839 -0.20 -0.09 -0.05 -0.4087
C 3.7480 -0.1643 -0.7403 0.12 0.15 0.17 -0.6076
C 2.4414 -0.4098 -1.1275 -0.23 0.09 0.22 -0.4693
H -5.0317 0.3377 0.2751 0.05 0.00 -0.02 0.2464
H -4.7028 -1.3560 0.2886 0.07 -0.02 0.05 0.2301
H -2.5609 -2.0157 0.6012 0.06 0.17 0.02 0.2400
H -0.5893 0.6948 -0.6389 0.29 -0.22 -0.19 0.2169
H -0.0657 -0.5640 -1.7708 -0.15 0.03 0.06 0.4417
H 0.8489 0.7376 1.6300 -0.10 0.07 0.14 0.3169
H 3.1726 1.1683 2.3151 0.03 0.07 0.09 0.3789
H 5.0289 0.6675 0.7658 0.12 -0.06 0.05 0.3951
H 4.5613 -0.4280 -1.3977 0.08 -0.01 -0.09 0.3804
H 2.2426 -0.8652 -2.0862 -0.05 -0.04 -0.12 0.3383